The molecule C6H11NO3S. Source: the Open Molecules 2025 dataset; level of theory: ωB97M-V/def2-TZVPD.

Geometry as ORCA input:
```
! RIJCOSX wB97M-V def2-TZVPD def2/J DEFGRID3
* xyz 0 1
C -1.972 -1.201 -0.158
C 0.669 1.256 -1.149
C 1.695 0.791 -0.089
C 1.053 -1.864 0.647
C -1.098 -0.279 -0.834
C -1.123 1.756 0.565
N -0.580 0.948 -0.521
O -2.438 -0.756 1.048
O -2.184 -2.311 -0.651
O 3.501 -1.100 0.185
S 2.171 -0.991 -0.456
H 0.877 2.247 -1.278
H 0.900 0.765 -2.013
H 2.691 1.270 0.040
H 1.223 0.780 0.820
H 1.453 -1.926 1.583
H 0.772 -2.780 0.205
H -0.862 -0.833 -1.671
H -0.981 1.146 1.582
H -0.466 2.555 0.481
H -2.137 1.905 0.475
H -3.163 -1.378 1.192
*
```

Summary:
M	177.2	g/mol
ΔE to the lowest compared entry with this formula, charge and spin	562.0	kJ/mol
E_LUMO (alpha / beta)	-0.01186 / -0.03803	hartree